Record 1
Formula: CH2N2O3
Source: the Open Molecules 2025 dataset
Level of theory: ωB97M-V with the def2-TZVPD basis set

**Orbital gap**: 11.66 eV
**M**: 90.04 g/mol
**Max |F|**: 3.36 eV Å⁻¹
**SMILES**: O=[N+]([O-])N1CO1

Geometry as XYZ:
```
8
CH2N2O3 ωB97M-V with the def2-TZVPD basis set
O -1.594 2.726 -0.191
N -1.281 2.045 0.731
O -1.946 1.784 1.674
N -0.040 1.420 0.733
C 0.217 0.263 -0.013
O 0.713 1.342 -0.675
H 0.820 -0.491 0.421
H -0.544 -0.431 -0.429
```

Record 2
Formula: CH19MnO9
Source: the Open Molecules 2025 dataset
Level of theory: ωB97M-V with the def2-TZVPD basis set

**Charge**: +1
**Orbital gap (alpha / beta)**: 7.07 / 7.05 eV
**M**: 230.09 g/mol
**Max |F|**: 3.49 eV Å⁻¹
**Spin multiplicity**: 6

Geometry as XYZ:
```
30
CH19MnO9 ωB97M-V with the def2-TZVPD basis set
Mn 2.828 -0.309 0.565
C -0.155 -0.110 -0.381
O 0.732 0.089 0.675
H 0.290 -0.188 -1.384
H -0.955 -0.793 -0.119
H -0.676 0.827 -0.653
O -2.916 2.565 1.139
H -3.371 3.117 0.494
H -1.986 2.652 0.918
O -2.051 2.690 -2.452
H -1.458 2.035 -2.071
H -2.532 2.212 -3.136
O 0.230 3.218 0.863
H 1.175 3.383 0.817
H 0.135 2.282 0.646
O 2.524 -1.775 2.016
H 2.977 -1.823 2.872
H 1.742 -2.346 2.111
O 0.341 0.258 3.602
H -0.330 0.931 3.764
H 0.415 0.211 2.638
O 2.422 -1.772 -0.845
H 3.184 -2.323 -1.086
H 1.658 -2.368 -0.905
O -1.061 -3.052 0.964
H -1.216 -2.141 0.697
H -1.936 -3.393 1.182
O 0.338 -1.194 -4.199
H -0.213 -0.961 -4.955
H -0.133 -1.921 -3.777
```

Record 3
Formula: C7H16BrGaO6P
Source: the Open Molecules 2025 dataset
Level of theory: ωB97M-V with the def2-TZVPD basis set

**Charge**: -1
**Orbital gap**: 6.85 eV
**M**: 376.80 g/mol
**Max |F|**: 0.31 eV Å⁻¹

Geometry as XYZ:
```
32
C7H16BrGaO6P ωB97M-V with the def2-TZVPD basis set
C 1.608 -1.611 -2.894
C 0.924 -0.278 -2.724
O 1.325 0.592 -1.977
O -0.157 -0.195 -3.472
C -1.060 0.934 -3.254
Ga -2.394 0.557 -1.774
P -3.888 -1.207 -2.455
O -2.867 -2.550 -2.419
Br -3.921 -0.921 -4.712
H 1.248 -2.274 -2.105
H 1.364 -2.060 -3.854
H 2.684 -1.486 -2.788
H -1.585 1.033 -4.204
H -0.463 1.832 -3.090
H -3.300 1.841 -1.475
H -1.679 -0.003 -0.456
H -3.271 -3.194 -1.834
C 2.487 1.060 1.186
C 1.008 0.755 1.218
O 0.680 -0.119 2.331
C 0.551 0.463 3.505
O 0.663 1.637 3.763
O 0.257 -0.483 4.416
C 0.068 0.018 5.737
H 3.064 0.135 1.153
H 2.704 1.629 0.282
H 2.792 1.639 2.059
H 0.696 0.212 0.333
H 0.406 1.658 1.293
H -0.678 0.811 5.748
H 1.004 0.406 6.139
H -0.271 -0.831 6.325
```